No. 1
Formula: C5H10O2
Source: OMol25
Level of theory: ωB97M-V/def2-TZVPD

ORCA input file:
```
! wB97M-V def2-TZVPD RIJCOSX def2/J DEFGRID3
* xyz 0 1
C 0.582 0.738 1.338
C -0.534 0.294 0.409
C 0.008 1.387 -1.098
O 1.324 1.306 -1.430
C -0.452 -0.741 -0.974
C -0.762 -1.204 0.394
O 0.203 -2.045 0.953
H 0.416 0.343 2.351
H 0.620 1.829 1.376
H 1.550 0.378 0.984
H -1.470 0.830 0.549
H -0.640 1.225 -1.971
H 1.487 0.884 -2.288
H -1.248 -0.809 -1.714
H 0.534 -1.024 -1.333
H -1.790 -1.524 0.576
H 0.216 -1.890 1.905
*
```

Calculated values
E_tot, Ha: -346.786843
E_HOMO, eV: -7.108
LUMO level, Eh: 0.0298
Kohn-Sham gap, eV: 7.92
ΔE to the lowest compared entry with this formula, charge and spin, kJ/mol: 626.42



No. 2
Formula: C4H10N2O
Source: OMol25
Level of theory: ωB97M-V/def2-TZVPD

ORCA input file:
```
! wB97M-V def2-TZVPD RIJCOSX def2/J DEFGRID3
* xyz 0 1
O -0.404 -1.520 2.095
C -0.629 -1.410 0.918
C -0.820 -0.054 0.251
C -1.308 0.996 1.268
N 0.539 0.193 -0.261
C 0.586 0.679 -1.651
N 1.923 0.519 -2.184
H -0.616 -2.281 0.242
H -1.519 -0.062 -0.587
H -0.452 1.293 1.870
H -2.112 0.603 1.883
H -1.666 1.878 0.735
H 1.041 0.860 0.305
H -0.067 0.013 -2.212
H 0.208 1.711 -1.695
H 1.932 0.636 -3.191
H 2.557 1.216 -1.816
*
```

Calculated values
E_tot, Ha: -343.126193
E_HOMO, eV: -8.969
LUMO level, Eh: 0.0324
Kohn-Sham gap, eV: 9.85
ΔE to the lowest compared entry with this formula, charge and spin, kJ/mol: 197.62
SMILES: C[C@H](C=O)NCN



No. 3
Formula: C29H36BCl2NO10P3S
Source: OMol25
Level of theory: ωB97M-V/def2-TZVPD

ORCA input file:
```
! wB97M-V def2-TZVPD RIJCOSX def2/J DEFGRID3
* xyz -1 1
C -2.460 -4.701 1.432
C -1.725 -3.764 1.327
C -0.981 -2.571 1.624
C -1.686 -1.385 1.448
B -3.186 -1.532 0.906
C -4.448 -1.561 1.848
O -3.316 -1.663 -0.466
C -1.088 -0.168 1.733
C 0.237 -0.131 2.161
C 0.944 -1.329 2.330
P 2.710 -1.372 2.859
P 3.668 -0.831 0.982
O 3.414 0.554 0.545
O 3.163 -1.950 -0.047
O 5.228 -1.138 1.198
C 0.351 -2.579 2.085
C 1.090 -3.885 2.293
Cl 0.227 -4.717 3.666
C 1.169 -4.763 0.965
C 2.638 -5.137 0.719
Cl 0.335 -6.365 1.169
C 0.816 1.231 2.443
O 1.593 1.416 3.349
C 0.342 2.349 1.561
C 1.164 3.423 1.210
P 2.899 3.504 1.814
S 2.995 4.823 3.275
C 0.617 4.439 0.404
C 1.453 5.652 0.054
O 2.650 5.292 -0.654
N 3.495 6.429 -0.843
O 4.386 6.400 -0.098
C -0.697 4.388 -0.047
O -1.284 5.366 -0.806
C -0.864 5.440 -2.187
C -0.570 4.102 -2.878
C 0.937 3.738 -2.939
C -1.518 3.304 0.322
C -2.961 3.272 -0.137
C -3.155 2.154 -1.230
C -0.986 2.307 1.122
C -1.807 1.124 1.594
O -2.978 1.270 1.860
H -3.174 -5.486 1.505
H -4.321 -2.289 2.656
H -4.601 -0.553 2.245
H -5.364 -1.837 1.315
H -3.653 -2.549 -0.662
H 2.987 -0.373 3.802
H 2.621 -1.505 -0.720
H 5.562 -1.633 0.437
H 2.098 -3.770 2.665
H 0.691 -4.279 0.099
H 2.678 -6.072 0.164
H 3.099 -4.341 0.134
H 3.134 -5.313 1.677
H 3.763 3.907 0.793
H 3.331 2.252 2.246
H 0.862 6.324 -0.572
H 1.743 6.206 0.954
H -0.043 6.153 -2.320
H -1.712 5.888 -2.713
H -1.178 3.281 -2.506
H -0.860 4.245 -3.925
H 1.482 4.680 -2.848
H 1.254 3.086 -2.127
H 1.216 3.345 -3.918
H -3.264 4.213 -0.590
H -3.631 3.096 0.698
H -4.093 1.632 -1.053
H -3.188 2.631 -2.210
H -2.295 1.485 -1.186
C -0.047 -5.425 -3.792
C -0.348 -4.915 -2.369
C -1.678 -4.129 -2.409
O 0.651 -4.080 -1.960
H 0.057 -4.597 -4.497
H 0.876 -6.010 -3.807
H -0.855 -6.077 -4.162
H -0.552 -5.826 -1.754
H -1.611 -3.269 -3.081
H -1.942 -3.768 -1.411
H -2.508 -4.763 -2.762
*
```

Calculated values
E_tot, Ha: -4301.274960
E_HOMO, eV: -3.491
LUMO level, Eh: 0.0328
Kohn-Sham gap, eV: 4.38
ΔE to the lowest compared entry with this formula, charge and spin, kJ/mol: 0.00